(1)
55
Properties=species:S:1:pos:R:3:forces:R:3:lowdin_charge:R:1 method="wB97M-V/def2-TZVPD" lumo_energy_ev=0.03 total_charge=0
O 1.860 1.652 -1.702 1.1 0.4 0.9 -0.077
N 2.559 1.998 -0.694 0.5 0.1 -0.1 -0.333
C 2.312 1.391 0.561 -0.5 0.7 -1.9 -0.137
C 1.166 0.401 0.654 3.4 -1.4 -0.9 -0.195
N 1.480 -0.429 1.787 -0.2 -1.2 1.3 -0.010
N 0.793 -1.596 2.022 1.3 -0.6 0.5 0.027
N 1.370 -2.168 3.034 0.1 1.3 -0.7 -0.032
N 2.407 -1.421 3.508 -0.3 0.8 -0.9 0.057
C 2.479 -0.326 2.722 -1.5 -1.2 -0.3 -0.308
C 3.301 0.817 2.699 0.9 1.4 -0.4 -0.035
C 3.215 1.659 1.598 0.3 -0.7 1.5 -0.019
O 3.465 2.851 -0.812 -1.0 -0.9 0.2 0.010
H 1.192 -0.283 -0.207 -0.4 0.5 0.2 0.137
H 4.008 0.951 3.511 -0.1 0.1 -0.2 0.103
H 3.845 2.551 1.488 -0.1 -0.6 0.1 0.125
C 1.994 -3.530 -2.227 -0.6 -0.7 0.3 -0.072
C 0.696 -4.013 -2.185 0.6 0.2 -0.2 -0.029
C -0.407 -3.133 -2.061 0.0 0.5 0.2 -0.161
C -1.735 -3.624 -2.078 -0.8 0.6 0.2 -0.025
C -2.811 -2.753 -1.973 0.7 -0.6 -0.1 -0.067
C -2.590 -1.369 -1.830 1.0 0.5 0.2 -0.056
C -1.299 -0.836 -1.735 -0.4 -0.3 -0.7 -0.169
C -1.148 0.687 -1.705 0.0 0.1 -0.6 -0.050
C -0.605 1.619 -0.563 0.6 0.5 0.0 -0.176
C -1.609 2.710 -0.204 -0.2 -0.3 0.0 -0.087
C -2.390 2.203 1.020 -0.3 0.4 0.1 -0.268
C -2.573 0.665 1.032 -0.1 0.0 -0.2 -0.087
C -1.219 -0.034 1.173 0.0 0.0 -0.1 -0.085
N -0.147 0.965 0.761 -2.7 1.3 1.4 -0.083
C -0.123 1.989 1.958 0.4 -0.7 -0.4 -0.036
C -1.503 2.570 2.211 -0.3 0.3 0.4 -0.129
C -0.174 -1.719 -1.946 -0.6 -0.5 -0.1 -0.115
C 1.151 -1.270 -2.107 0.8 -0.1 0.0 -0.049
C 2.225 -2.149 -2.160 -0.6 0.7 -0.2 -0.053
H 2.830 -4.226 -2.315 -0.2 0.2 0.1 0.107
H 0.492 -5.081 -2.260 0.1 0.2 0.0 0.113
H -1.902 -4.693 -2.189 0.0 0.1 0.1 0.112
H -3.836 -3.115 -2.003 0.2 -0.1 -0.1 0.103
H -3.449 -0.693 -1.835 0.3 -0.2 0.2 0.110
H -0.528 0.969 -2.575 -0.1 -0.1 0.3 0.135
H -2.148 1.080 -1.942 0.3 -0.2 0.1 0.110
H 0.302 2.104 -0.938 -0.6 -0.4 0.1 0.109
H -1.063 3.637 0.032 -0.3 -0.2 0.1 0.130
H -2.242 2.958 -1.067 0.2 -0.3 0.2 0.129
H -3.362 2.697 1.080 0.1 -0.1 0.1 0.142
H -3.181 0.371 1.893 0.0 0.2 -0.1 0.126
H -3.090 0.273 0.147 0.1 0.4 0.1 0.099
H -1.021 -0.338 2.200 0.0 0.2 -0.2 0.118
H -1.100 -0.940 0.564 -0.2 0.4 0.2 0.118
H 0.169 1.370 2.816 0.3 0.2 -0.3 0.137
H 0.675 2.708 1.740 -0.4 -0.2 0.0 0.138
H -1.402 3.660 2.336 -0.2 -0.3 -0.2 0.128
H -1.914 2.185 3.157 0.1 0.0 -0.3 0.126
H 1.343 -0.204 -2.210 0.0 -0.3 0.2 0.082
H 3.242 -1.754 -2.181 -0.3 -0.1 -0.2 0.114

(2)
9
Properties=species:S:1:pos:R:3:forces:R:3:lowdin_charge:R:1 method="wB97M-V/def2-TZVPD" lumo_energy_ev="-8.95 / -7.70" total_charge=+1
C 1.202 -0.345 0.607 1.2 2.4 -1.4 -0.135
O -0.389 0.087 -1.420 1.0 -1.0 1.8 -0.092
F -0.231 1.781 0.410 -1.0 -1.6 0.0 -0.145
P -0.432 0.225 0.136 2.1 2.3 -0.8 1.002
Cl -4.147 -0.677 0.355 0.1 0.0 0.0 0.060
H 2.035 0.349 0.230 -1.7 0.1 0.7 0.137
H 1.586 -1.172 0.159 -0.1 -3.1 -2.2 0.035
H 1.394 -0.628 1.568 -0.2 0.1 3.1 0.039
H -1.017 0.381 -2.045 -1.5 0.7 -1.2 0.098

(3)
59
Properties=species:S:1:pos:R:3:forces:R:3:lowdin_charge:R:1 method="wB97M-V/def2-TZVPD" lumo_energy_ev=-7.95 total_charge=+2
Sn -0.323 -2.957 2.668 -0.2 -1.4 1.4 0.055
Te -0.283 -2.681 5.508 0.1 0.3 -0.7 0.217
Te -1.675 -4.786 6.443 0.2 0.3 0.6 0.097
Te -2.581 -6.296 4.405 -0.2 -0.3 -0.6 0.112
Te -1.761 -5.187 2.075 0.2 0.2 -0.2 0.246
S 0.055 -2.658 0.199 0.2 1.5 0.2 0.667
C 0.060 -0.891 0.059 0.6 -2.7 -0.8 -0.517
N 0.440 -0.381 -1.068 -0.2 0.3 0.1 -0.050
C 0.182 1.031 -1.347 0.2 0.5 -0.2 -0.057
C 0.395 1.845 -0.103 0.0 0.4 -0.3 -0.059
N -0.369 1.270 1.003 0.2 -0.3 -0.5 -0.061
C -1.004 2.239 1.906 -0.1 0.1 0.5 -0.093
C -2.009 3.064 1.152 -0.1 0.0 -0.1 -0.239
C -1.862 4.440 1.062 0.1 0.0 0.0 -0.036
C -2.798 5.197 0.372 0.0 0.0 0.0 -0.047
C -3.876 4.577 -0.237 0.0 -0.1 0.0 -0.049
C -4.023 3.197 -0.155 0.0 0.1 0.0 -0.053
C -3.095 2.444 0.537 0.1 -0.1 0.1 -0.038
C -0.457 -0.021 1.117 -1.1 0.4 2.3 -0.538
S -1.174 -0.662 2.587 0.3 0.6 -1.0 0.662
C 0.963 -1.169 -2.195 0.1 -0.4 -0.3 -0.101
C 0.135 -0.944 -3.425 -0.1 0.0 -0.2 -0.243
C -1.171 -1.426 -3.478 0.0 0.0 0.1 -0.036
C -1.941 -1.220 -4.605 0.0 0.1 -0.1 -0.051
C -1.411 -0.532 -5.691 0.0 0.0 0.1 -0.049
C -0.114 -0.051 -5.644 0.0 0.0 0.0 -0.048
C 0.657 -0.254 -4.509 0.0 0.0 0.0 -0.038
H -0.835 1.140 -1.734 0.0 -0.1 0.0 0.160
H 0.871 1.347 -2.129 -0.1 0.0 0.0 0.150
H 0.030 2.864 -0.262 0.1 -0.2 0.0 0.147
H 1.449 1.887 0.181 0.0 0.0 0.1 0.153
H -0.210 2.864 2.318 0.0 0.0 0.0 0.151
H -1.465 1.688 2.727 0.1 0.2 -0.1 0.080
H -1.023 4.927 1.540 0.1 0.0 0.0 0.121
H -2.685 6.268 0.312 0.0 0.1 0.0 0.117
H -4.605 5.166 -0.770 -0.1 0.1 -0.1 0.117
H -4.867 2.717 -0.625 -0.1 -0.1 0.0 0.114
H -3.222 1.370 0.611 0.0 -0.1 0.0 0.114
H 0.964 -2.218 -1.899 0.1 0.2 -0.1 0.071
H 1.995 -0.850 -2.347 0.0 0.1 0.0 0.148
H -1.585 -1.972 -2.640 0.0 -0.1 0.1 0.113
H -2.950 -1.600 -4.647 -0.1 0.0 0.0 0.115
H -2.009 -0.382 -6.575 -0.1 0.0 -0.1 0.116
H 0.299 0.477 -6.488 0.1 0.0 -0.1 0.116
H 1.673 0.116 -4.477 0.1 0.0 0.0 0.119
N 1.994 -3.355 2.844 0.3 0.4 -0.3 -0.029
C 2.815 -2.278 2.309 -0.3 -0.5 0.0 -0.345
C 2.813 -1.065 2.964 -0.2 0.4 0.5 -0.048
C 3.591 -0.031 2.465 0.0 0.1 -0.1 -0.062
C 4.351 -0.217 1.315 -0.1 0.0 0.1 -0.066
C 4.325 -1.443 0.665 0.0 0.1 -0.1 -0.058
C 3.550 -2.481 1.158 0.1 0.1 -0.1 -0.039
H 2.270 -4.239 2.414 -0.2 0.0 0.1 0.122
H 2.178 -3.412 3.847 -0.3 -0.3 0.0 0.064
H 2.254 -0.920 3.899 0.2 -0.1 -0.4 0.115
H 3.618 0.910 2.994 0.1 0.1 0.0 0.115
H 4.987 0.576 0.953 0.0 0.1 0.0 0.114
H 4.930 -1.603 -0.215 0.1 0.0 -0.1 0.117
H 3.541 -3.438 0.656 0.0 -0.1 0.0 0.124

(4)
10
Properties=species:S:1:pos:R:3:forces:R:3:lowdin_charge:R:1 method="wB97M-V/def2-TZVPD" lumo_energy_ev="7.86 / 7.84" total_charge=-2
C -0.215 -0.464 -0.292 1.6 -1.2 -2.8 -0.490
C -1.337 0.259 0.456 0.2 1.1 0.4 -0.626
N 1.008 -0.445 0.378 3.9 1.3 0.1 -0.073
N 2.324 0.429 -0.516 -0.1 -1.1 1.9 -0.234
O 3.471 0.484 0.090 -2.9 -0.5 -1.0 -0.446
O -2.164 0.857 -0.381 -1.3 0.8 -0.6 -0.426
H -0.332 -1.558 -0.575 -0.8 0.3 0.9 0.071
H -0.128 -0.129 -1.396 -0.2 0.7 1.3 0.081
H -1.911 -0.501 1.079 0.7 0.3 0.5 0.052
H -0.716 1.068 1.157 -1.1 -1.7 -0.7 0.092

(5)
79
Properties=species:S:1:pos:R:3:forces:R:3:lowdin_charge:R:1 method="wB97M-V/def2-TZVPD" lumo_energy_ev=-3.19 total_charge=+1
Au 1.868 -0.801 1.909 0.0 0.1 -0.1 0.881
S -2.462 -3.841 -3.812 0.0 0.1 0.1 1.073
C -4.120 -3.945 -3.424 0.0 0.0 0.0 -0.396
C -4.373 -3.517 -2.158 0.0 0.0 0.0 -0.169
C -3.200 -3.090 -1.489 0.1 0.0 0.0 -0.132
C -2.071 -3.200 -2.258 -0.1 0.0 -0.1 -0.483
C -0.694 -2.859 -1.901 0.1 0.0 0.0 -0.183
C -0.399 -2.246 -0.663 -0.1 0.0 0.0 -0.079
N 0.806 -1.912 -0.279 0.1 -0.1 0.1 0.075
C 1.854 -2.174 -1.076 -0.1 -0.1 -0.1 -0.161
C 1.682 -2.768 -2.336 0.0 0.0 0.0 -0.125
C 2.816 -3.030 -3.173 0.1 0.0 0.0 -0.004
C 4.059 -2.724 -2.755 -0.1 0.0 0.0 -0.007
C 4.279 -2.133 -1.465 0.0 0.0 0.0 -0.122
C 5.571 -1.820 -1.029 0.0 0.0 0.1 0.068
C 5.776 -1.258 0.214 -0.1 0.0 -0.1 -0.189
C 4.634 -1.013 0.989 0.0 0.0 0.0 -0.082
N 3.398 -1.286 0.595 0.0 0.0 0.1 -0.051
C 3.189 -1.848 -0.624 0.1 0.0 0.0 -0.131
C 7.110 -0.934 0.714 0.1 0.1 0.1 -0.495
C 8.294 -1.527 0.372 -0.1 0.0 0.0 -0.113
C 9.408 -0.965 1.042 0.0 0.0 0.0 -0.168
C 9.051 0.044 1.884 0.0 0.0 0.0 -0.397
S 7.368 0.323 1.867 0.0 -0.1 -0.1 1.062
C 0.379 -3.097 -2.735 0.0 0.0 0.1 0.036
H -4.821 -4.323 -4.150 0.0 0.0 0.0 0.073
H -5.358 -3.512 -1.716 0.0 0.0 0.0 0.109
H -3.199 -2.737 -0.468 0.0 0.0 0.0 0.105
H -1.195 -2.010 0.035 0.0 0.0 0.0 0.106
H 2.652 -3.481 -4.143 0.0 0.0 0.0 0.124
H 4.921 -2.920 -3.379 0.0 0.0 0.0 0.123
H 6.408 -2.012 -1.688 0.0 0.0 0.0 0.134
H 4.735 -0.582 1.976 0.0 0.0 0.0 0.094
H 8.368 -2.357 -0.317 0.0 0.0 0.0 0.116
H 10.425 -1.299 0.910 0.0 0.0 0.0 0.110
H 9.691 0.643 2.511 0.0 0.0 0.0 0.073
H 0.234 -3.555 -3.707 0.0 0.0 0.0 0.107
Cl -4.498 2.705 6.700 0.0 0.0 0.0 0.717
C -3.382 2.001 5.591 0.0 0.0 0.0 -0.653
C -2.027 1.996 5.895 0.0 0.0 0.0 -0.075
C -1.136 1.428 5.005 0.0 0.0 0.0 0.008
C -1.594 0.888 3.805 -0.1 0.0 0.0 -0.145
C -2.957 0.894 3.519 0.0 0.0 0.0 -0.027
C -3.857 1.444 4.412 0.0 0.0 0.0 -0.081
C -0.628 0.296 2.861 0.1 -0.1 -0.2 -0.511
O 0.460 -0.132 3.288 0.0 0.0 0.1 -0.106
O -0.911 0.185 1.601 -0.1 0.0 0.2 -0.168
H -1.683 2.431 6.823 0.0 0.0 0.0 0.114
H -0.078 1.405 5.227 0.0 0.0 0.0 0.128
H -3.324 0.439 2.608 0.0 0.0 0.0 0.095
H -4.918 1.443 4.205 0.0 0.0 0.0 0.114
C -0.045 4.447 -1.453 0.0 0.0 0.0 -0.103
C -1.028 3.499 -2.130 0.0 0.0 0.0 -0.282
C -0.505 2.070 -2.266 0.0 0.0 0.0 -0.276
C -0.152 1.414 -0.929 -0.1 0.0 0.0 -0.282
Ge -1.646 1.360 0.329 0.0 -0.2 -0.1 0.981
C -3.176 0.310 -0.300 0.1 0.1 -0.1 -0.272
C -4.203 0.993 -1.218 0.0 -0.1 0.1 -0.263
C -5.337 1.691 -0.470 0.0 0.0 0.0 -0.261
C -4.895 2.855 0.411 0.0 0.0 0.0 -0.111
H -0.424 5.469 -1.452 0.0 0.0 0.0 0.076
H 0.915 4.446 -1.973 0.0 0.0 0.0 0.081
H 0.139 4.166 -0.414 0.0 0.0 0.0 0.061
H -1.279 3.879 -3.123 0.0 0.0 0.0 0.112
H -1.972 3.498 -1.569 -0.1 0.0 0.0 0.076
H 0.386 2.082 -2.900 0.0 0.0 0.0 0.113
H -1.244 1.455 -2.790 0.0 0.0 0.0 0.103
H 0.683 1.929 -0.451 0.0 0.0 0.1 0.069
H 0.159 0.376 -1.074 0.0 0.1 0.0 0.046
H -1.899 2.636 1.134 0.0 0.0 0.0 0.023
H -3.689 -0.132 0.559 0.0 0.0 0.0 0.068
H -2.703 -0.518 -0.837 0.0 0.1 0.0 0.037
H -4.641 0.227 -1.863 0.0 0.0 0.0 0.109
H -3.716 1.702 -1.889 0.0 0.1 -0.1 0.096
H -5.864 0.953 0.142 0.0 0.0 0.0 0.109
H -6.061 2.050 -1.204 0.0 0.0 0.0 0.110
H -4.311 2.521 1.272 0.0 0.0 0.0 0.032
H -5.757 3.398 0.797 0.0 0.0 0.0 0.078
H -4.284 3.566 -0.151 0.0 0.0 0.0 0.071

(6)
5
Properties=species:S:1:pos:R:3:forces:R:3:lowdin_charge:R:1 method="wB97M-V/def2-TZVPD" lumo_energy_ev=-0.81 total_charge=0
N 0.586 1.109 -0.135 -4.0 -4.7 -0.2 -0.714
F 0.388 -1.509 -0.674 -0.8 0.8 0.7 -0.332
F -1.645 -0.268 -0.992 1.9 -0.1 1.5 -0.358
S -0.400 -0.340 0.157 1.3 3.2 -4.3 0.881
Br 1.070 1.007 1.643 1.6 0.9 2.4 0.522